Computed, not measured: 2 unconnected molecules or ions with the total composition C5H11O2 in a non-equilibrium geometry, with ωB97M-V/def2-TZVPD.

Output
net charge = -1
HOMO level = -3.896 eV
energy above the lowest of the compared OMol25 structures with the same formula, charge and spin = 11.1 kcal per mole

Each atom is followed by the atoms it is bonded to, with distances in Å.
Positions of all 18 atoms, in Å:
1 C 2.2660 1.2153 -1.6115  C2 1.515, H3 1.109, H4 1.086, H5 1.107
2 C 2.4135 -0.2720 -1.3614  C1 1.515, H6 1.099, H7 1.134, H8 1.082
3 H 3.0969 1.8665 -1.2727  C1 1.109
4 H 2.0685 1.5759 -2.6166  C1 1.086
5 H 1.3250 1.4548 -1.0806  C1 1.107
6 H 2.9184 -0.8087 -2.1769  C2 1.099
7 H 1.3852 -0.7453 -1.2881  C2 1.134
8 H 2.7573 -0.4925 -0.3592  C2 1.082
9 C -1.3528 -0.8147 1.4327  C10 1.526, C11 1.526, H14 1.086, H15 1.110
10 C -2.5545 -0.0172 1.9297  C9 1.526, H16 1.088, H17 1.096, H18 1.088
11 C -1.2087 -0.4561 -0.0440  C9 1.526, O12 1.252, O13 1.264
12 O -1.6638 -1.2319 -0.9149  C11 1.252
13 O -0.6953 0.6780 -0.2646  C11 1.264
14 H -0.4681 -0.5335 1.9961  C9 1.086
15 H -1.5644 -1.9031 1.4897  C9 1.110
16 H -2.3599 1.0253 2.1715  C10 1.088
17 H -2.9972 -0.5724 2.7646  C10 1.096
18 H -3.3661 0.0318 1.2061  C10 1.088

Atomic partial charges in e from the natural (NBO) method, atoms 1 to 8:
1 C -0.644
2 C -0.631
3 H 0.172
4 H 0.191
5 H 0.274
6 H 0.181
7 H 0.248
8 H 0.199


Computed, not measured: a gas-phase ion, C5H11O2 (charge -1) in a non-equilibrium geometry, with ωB97M-V/def2-TZVPD.

Output
net charge = -1
SMILES = [O-]CCCCCO
HOMO level = -2.023 eV
energy above the lowest of the compared OMol25 structures with the same formula, charge and spin = 108.0 kcal per mole

Each atom is followed by the atoms it is bonded to, with distances in Å.
Positions of all 18 atoms, in Å:
1 O 2.2326 -0.8343 1.7881  C2 1.250
2 C 1.2163 -1.5109 1.5191  O1 1.250, C3 1.885, H8 1.199, H9 1.119
3 C 0.8981 -1.1756 -0.3084  C2 1.885, C4 1.466, H10 1.096, H11 1.112
4 C 0.7083 0.2778 -0.2629  C3 1.466, C5 1.551, H12 1.098, H13 1.146
5 C -0.7117 0.5873 0.2789  C4 1.551, C6 1.576, H14 1.152, H15 1.136
6 C -1.6785 1.0552 -0.8742  C5 1.576, O7 1.321, H16 1.024, H17 1.099
7 O -1.4514 2.3208 -1.1748  C6 1.321, H18 0.955
8 H 1.3482 -2.6712 1.2472  C2 1.199
9 H 0.2622 -1.2886 2.0594  C2 1.119
10 H 1.7221 -1.4873 -0.9608  C3 1.096
11 H 0.0075 -1.8067 -0.5205  C3 1.112
12 H 0.9524 1.0219 -1.0325  C4 1.098
13 H 1.6045 0.6855 0.3233  C4 1.146
14 H -1.1744 -0.3130 0.8280  C5 1.152
15 H -0.8194 1.2269 1.2109  C5 1.136
16 H -1.4063 0.4561 -1.6586  C6 1.024
17 H -2.6888 0.9256 -0.4612  C6 1.099
18 H -1.0215 2.5305 -2.0010  O7 0.955

Atomic partial charges in e from the natural (NBO) method, atoms 1 to 8:
1 O -0.865
2 C 0.094
3 C -0.532
4 C -0.483
5 C -0.414
6 C -0.058
7 O -0.734
8 H 0.034


Computed, not measured: 2 unconnected molecules or ions with the total composition C5H11O2 in a non-equilibrium geometry, with ωB97M-V/def2-TZVPD.

Output
net charge = -1
HOMO level = -3.854 eV
energy above the lowest of the compared OMol25 structures with the same formula, charge and spin = 10.9 kcal per mole

Each atom is followed by the atoms it is bonded to, with distances in Å.
Positions of all 18 atoms, in Å:
1 C -0.5004 -1.3845 1.2756  C2 1.520, C3 1.600, H6 1.095, H7 1.094
2 C -0.9844 -0.4596 2.3801  C1 1.520, H8 1.097, H9 1.079, H10 1.094
3 C -1.4525 -1.4145 -0.0095  C1 1.600, O4 1.245, O5 1.253
4 O -1.7497 -2.5488 -0.4271  C3 1.245
5 O -1.7022 -0.2676 -0.4483  C3 1.253
6 H 0.4761 -1.1353 0.8468  C1 1.095
7 H -0.3957 -2.4162 1.6255  C1 1.094
8 H -1.5034 -1.0117 3.1738  C2 1.097
9 H -1.5993 0.3534 2.0260  C2 1.079
10 H -0.1197 -0.0578 2.9160  C2 1.094
11 C 1.8235 1.1554 -2.0878  C12 1.538, H13 1.096, H14 1.087, H15 1.091
12 C 0.5488 1.5173 -1.3080  C11 1.538, H16 1.090, H17 1.094, H18 1.094
13 H 2.0545 0.1098 -1.8523  C11 1.096
14 H 1.5995 1.2098 -3.1497  C11 1.087
15 H 2.7394 1.6432 -1.7498  C11 1.091
16 H 0.4610 2.6027 -1.3531  C12 1.090
17 H -0.3337 0.9331 -1.5841  C12 1.094
18 H 0.6382 1.1714 -0.2740  C12 1.094

Atomic partial charges in e from the natural (NBO) method, atoms 1 to 8:
1 C -0.532
2 C -0.611
3 C 0.782
4 O -0.778
5 O -0.811
6 H 0.186
7 H 0.190
8 H 0.183


Computed, not measured: 2 unconnected molecules or ions with the total composition C5H11O2 in a non-equilibrium geometry, with ωB97M-V/def2-TZVPD.

Output
net charge = -1
HOMO level = -2.980 eV
energy above the lowest of the compared OMol25 structures with the same formula, charge and spin = 73.3 kcal per mole

Each atom is followed by the atoms it is bonded to, with distances in Å.
Positions of all 18 atoms, in Å:
1 C -0.2991 0.9461 0.5216  O2 1.408, C3 1.580, H7 1.085, H8 1.134
2 O -0.4021 1.9328 -0.4768  C1 1.408
3 C 0.3239 -0.3506 -0.1328  C1 1.580, C4 1.558, H9 1.072, H10 1.135
4 C 0.0300 -1.7283 0.5332  C3 1.558, C5 1.501, H11 1.101, H12 1.027
5 C 1.1461 -2.7317 0.5430  C4 1.501, C6 1.335, H13 1.098
6 C 2.4667 -2.5886 0.4102  C5 1.335, H14 1.049, H15 1.068
7 H -1.2324 0.7756 1.0487  C1 1.085
8 H 0.4829 1.0482 1.3361  C1 1.134
9 H -0.0321 -0.5354 -1.1266  C3 1.072
10 H 1.4277 -0.1112 -0.0253  C3 1.135
11 H -0.8121 -2.3493 0.1892  C4 1.101
12 H -0.2613 -1.5373 1.4997  C4 1.027
13 H 0.8905 -3.7189 0.9502  C5 1.098
14 H 2.7577 -1.7748 -0.1843  C6 1.049
15 H 3.1918 -3.3477 0.6067  C6 1.068
16 H -2.1968 4.3189 -1.1872  O18 0.972
17 H -1.8426 2.8383 -1.0146  O18 1.028
18 O -2.6452 3.4563 -1.1913  H16 0.972, H17 1.028

Atomic partial charges in e from the natural (NBO) method, atoms 1 to 8:
1 C -0.020
2 O -0.980
3 C -0.418
4 C -0.454
5 C -0.121
6 C -0.452
7 H 0.104
8 H 0.072


Computed, not measured: 2 unconnected molecules or ions with the total composition C5H11O2 in a non-equilibrium geometry, with ωB97M-V/def2-TZVPD.

Output
net charge = -1
HOMO level = -3.041 eV
energy above the lowest of the compared OMol25 structures with the same formula, charge and spin = 61.4 kcal per mole

Each atom is followed by the atoms it is bonded to, with distances in Å.
Positions of all 18 atoms, in Å:
1 C 0.8361 -0.1637 -1.2438  O2 1.382, C3 1.558, H7 1.109, H8 1.110
2 O 0.9912 -1.1992 -0.3415  C1 1.382
3 C -0.2898 0.8359 -0.8426  C1 1.558, C4 1.533, H9 1.095, H10 1.093
4 C -0.9251 0.5384 0.5206  C3 1.533, C5 1.500, H11 1.093, H12 1.096
5 C -2.3613 0.9649 0.6035  C4 1.500, C6 1.335, H13 1.090
6 C -3.0099 1.2604 1.7324  C5 1.335, H14 1.086, H15 1.084
7 H 1.8029 0.3777 -1.2929  C1 1.109
8 H 0.6094 -0.5657 -2.2533  C1 1.110
9 H -1.0845 0.7920 -1.5946  C3 1.095
10 H 0.1165 1.8495 -0.8777  C3 1.093
11 H -0.6991 -0.5219 0.6565  C4 1.093
12 H -0.4621 1.1686 1.2880  C4 1.096
13 H -2.8449 1.3929 -0.2746  C5 1.090
14 H -2.4996 1.3730 2.6842  C6 1.086
15 H -4.0547 1.5437 1.6775  C6 1.084
16 H 2.6108 -1.6893 -0.4952  O18 1.006
17 H 3.6220 -1.2890 0.5739  O18 0.963
18 O 3.5387 -1.8968 -0.1681  H16 1.006, H17 0.963

Atomic partial charges in e from the natural (NBO) method, atoms 1 to 8:
1 C -0.036
2 O -0.968
3 C -0.416
4 C -0.495
5 C -0.125
6 C -0.456
7 H 0.098
8 H 0.098


Computed, not measured: 2 unconnected molecules or ions with the total composition C5H11O2 in a non-equilibrium geometry, with ωB97M-V/def2-TZVPD.

Output
spin multiplicity = 2
net charge = -2
HOMO level (spin up / spin down) = 3.735 / -1.586 eV
<S²> = 0.75
energy above the lowest of the compared OMol25 structures with the same formula, charge and spin = 14.1 kcal per mole

Each atom is followed by the atoms it is bonded to, with distances in Å.
Positions of all 18 atoms, in Å:
1 C -0.7893 1.1762 -1.9180  C2 1.522, H3 1.119, H4 1.092, H5 1.080
2 C -1.3803 2.3909 -1.2178  C1 1.522, H6 1.138, H7 1.092, H8 1.103
3 H -1.5903 0.4068 -2.0580  C1 1.119
4 H -0.3862 1.3662 -2.9154  C1 1.092
5 H -0.0394 0.7482 -1.2693  C1 1.080
6 H -2.4326 2.4096 -0.7860  C2 1.138
7 H -0.7941 2.8366 -0.4116  C2 1.092
8 H -1.7130 3.1779 -1.9157  C2 1.103
9 C 0.9711 -1.3783 0.6651  C10 1.524, C11 1.570, H14 1.088, H15 1.086
10 C -0.2217 -1.5020 1.6059  C9 1.524, H16 1.099, H17 1.086, H18 1.106
11 C 2.3814 -1.3734 1.3548  C9 1.570, O12 1.243, O13 1.269
12 O 2.8910 -0.2873 1.6781  C11 1.243
13 O 2.8128 -2.5517 1.5420  C11 1.269
14 H 1.0576 -2.2892 0.0760  C9 1.088
15 H 0.9116 -0.5159 0.0074  C9 1.086
16 H -0.3740 -0.6686 2.3062  C10 1.099
17 H -0.1038 -2.4259 2.1653  C10 1.086
18 H -1.2008 -1.5203 1.0910  C10 1.106

Atomic partial charges in e from the natural (NBO) method, atoms 1 to 8:
1 C -0.706
2 C -1.309
3 H 0.181
4 H 0.185
5 H 0.202
6 H 0.145
7 H 0.190
8 H 0.134


- Which of these has the lowest energy above the lowest of the compared OMol25 structures with the same formula, charge and spin?
  number 3


- Look up the net charge of the second one.
  -1


Repeat the sixth record exactly.
Computed, not measured: 2 unconnected molecules or ions with the total composition C5H11O2 in a non-equilibrium geometry, with ωB97M-V/def2-TZVPD.

Output
spin multiplicity = 2
net charge = -2
HOMO level (spin up / spin down) = 3.735 / -1.586 eV
<S²> = 0.75
energy above the lowest of the compared OMol25 structures with the same formula, charge and spin = 14.1 kcal per mole

Each atom is followed by the atoms it is bonded to, with distances in Å.
Positions of all 18 atoms, in Å:
1 C -0.7893 1.1762 -1.9180  C2 1.522, H3 1.119, H4 1.092, H5 1.080
2 C -1.3803 2.3909 -1.2178  C1 1.522, H6 1.138, H7 1.092, H8 1.103
3 H -1.5903 0.4068 -2.0580  C1 1.119
4 H -0.3862 1.3662 -2.9154  C1 1.092
5 H -0.0394 0.7482 -1.2693  C1 1.080
6 H -2.4326 2.4096 -0.7860  C2 1.138
7 H -0.7941 2.8366 -0.4116  C2 1.092
8 H -1.7130 3.1779 -1.9157  C2 1.103
9 C 0.9711 -1.3783 0.6651  C10 1.524, C11 1.570, H14 1.088, H15 1.086
10 C -0.2217 -1.5020 1.6059  C9 1.524, H16 1.099, H17 1.086, H18 1.106
11 C 2.3814 -1.3734 1.3548  C9 1.570, O12 1.243, O13 1.269
12 O 2.8910 -0.2873 1.6781  C11 1.243
13 O 2.8128 -2.5517 1.5420  C11 1.269
14 H 1.0576 -2.2892 0.0760  C9 1.088
15 H 0.9116 -0.5159 0.0074  C9 1.086
16 H -0.3740 -0.6686 2.3062  C10 1.099
17 H -0.1038 -2.4259 2.1653  C10 1.086
18 H -1.2008 -1.5203 1.0910  C10 1.106

Atomic partial charges in e from the natural (NBO) method, atoms 1 to 8:
1 C -0.706
2 C -1.309
3 H 0.181
4 H 0.185
5 H 0.202
6 H 0.145
7 H 0.190
8 H 0.134